Version a
2 unconnected molecules or ions with the total composition C3H10N2O, computed with ωB97M-V with the def2-TZVPD basis set.

Computed properties:
E_LUMO   0.871 eV
Frontier orbital gap   10.07 eV
SMILES   NC=O.CCN

Bonds (Å) are listed after each position.
Element x y z (Å)
1 N 0.83 -2.41 4.29  C2 1.355, H4 1.004, H5 1.004
2 C 1.28 -1.76 3.19  N1 1.355, O3 1.212, H6 1.102
3 O 1.62 -0.60 3.19  C2 1.212
4 H 0.79 -1.86 5.13  N1 1.004
5 H 0.82 -3.41 4.37  N1 1.004
6 H 1.29 -2.34 2.25  C2 1.102
7 C -0.58 0.32 -1.71  C8 1.538, H10 1.063, H11 1.093, H12 1.096
8 C -0.63 1.26 -2.93  C7 1.538, N9 1.475, H13 1.087, H14 1.080
9 N -0.62 2.69 -2.57  C8 1.475, H15 1.011, H16 1.012
10 H -1.55 -0.06 -1.47  C7 1.063
11 H 0.08 -0.54 -1.73  C7 1.093
12 H -0.29 0.85 -0.80  C7 1.096
13 H 0.22 1.00 -3.56  C8 1.087
14 H -1.52 1.08 -3.52  C8 1.080
15 H -1.58 2.98 -2.45  N9 1.011
16 H -0.15 2.80 -1.68  N9 1.012

Atomic partial charges in e from the Löwdin method, atoms 1 to 2: N 0.1113; C -0.4301

=====

Version b
A single C3H10N2O molecule, computed with ωB97M-V with the def2-TZVPD basis set.

Computed properties:
E_LUMO   0.977 eV
Frontier orbital gap   10.23 eV
SMILES   C[C@H](O)C(N)N

Bonds (Å) are listed after each position.
Element x y z (Å)
1 C -0.61 0.94 1.49  C2 1.525, H7 1.095, H8 1.095, H9 1.095
2 C -0.02 0.84 0.09  C1 1.525, O3 1.437, C4 1.561, H10 1.097
3 O -0.83 1.64 -0.80  C2 1.437, H11 0.975
4 C 0.05 -0.62 -0.46  C2 1.561, N5 1.445, N6 1.435, H12 1.097
5 N 1.04 -0.72 -1.51  C4 1.445, H13 1.022, H14 1.017
6 N 0.50 -1.61 0.48  C4 1.435, H15 1.018, H16 1.017
7 H -1.59 0.44 1.55  C1 1.095
8 H 0.06 0.49 2.23  C1 1.095
9 H -0.77 1.99 1.77  C1 1.095
10 H 0.98 1.30 0.10  C2 1.097
11 H -1.75 1.35 -0.68  O3 0.975
12 H -0.93 -0.89 -0.87  C4 1.097
13 H 0.95 0.10 -2.11  N5 1.022
14 H 0.81 -1.51 -2.11  N5 1.017
15 H 1.39 -1.29 0.85  N6 1.018
16 H 0.72 -2.45 -0.04  N6 1.017

Atomic partial charges in e from the Löwdin method, atoms 1 to 2: C -0.0593; C -0.3868

=====

Verdict on stability: version a comes out on top.

=====

Version a
A single C3H10N2O molecule, computed with ωB97M-V with the def2-TZVPD basis set.

Computed properties:
E_LUMO   0.992 eV
Frontier orbital gap   9.98 eV
SMILES   NCNCCO

Bonds (Å) are listed after each position.
Element x y z (Å)
1 N -0.07 -1.25 -2.44  C2 1.449, H7 1.011, H8 1.009
2 C -0.07 -0.22 -1.42  N1 1.449, N3 1.458, H9 1.097, H10 1.096
3 N -0.35 -0.79 -0.11  C2 1.458, C4 1.462, H11 1.016
4 C -0.59 0.16 0.98  N3 1.462, C5 1.527, H12 1.098, H13 1.081
5 C 0.76 0.69 1.44  C4 1.527, O6 1.415, H14 1.087, H15 1.083
6 O 0.58 1.96 2.06  C5 1.415, H16 0.970
7 H -0.97 -1.34 -2.90  N1 1.011
8 H 0.21 -2.14 -2.04  N1 1.009
9 H 0.90 0.28 -1.47  C2 1.097
10 H -0.77 0.60 -1.62  C2 1.096
11 H -1.20 -1.33 -0.25  N3 1.016
12 H -1.19 0.98 0.55  C4 1.098
13 H -1.13 -0.31 1.78  C4 1.081
14 H 1.16 -0.06 2.12  C5 1.087
15 H 1.45 0.71 0.61  C5 1.083
16 H 1.29 2.06 2.71  O6 0.970

Atomic partial charges in e from the Löwdin method, atoms 1 to 2: N 0.0036; C -0.3420

=====

Version b
2 unconnected molecules or ions with the total composition C3H10N2O, computed with ωB97M-V with the def2-TZVPD basis set.

Computed properties:
E_LUMO   0.955 eV
Frontier orbital gap   8.87 eV
SMILES   C/C(N)=C/N.O

Bonds (Å) are listed after each position.
Element x y z (Å)
1 C 3.20 0.12 -0.30  C2 1.505, H6 1.084, H7 1.085, H8 1.087
2 C 1.89 0.52 0.32  C1 1.505, N3 1.425, C4 1.331
3 N 0.93 -0.54 0.37  C2 1.425, H9 1.006, H10 1.026
4 C 1.47 1.72 0.69  C2 1.331, N5 1.448, H11 1.083
5 N 0.05 2.02 0.73  C4 1.448, H12 1.009, H13 1.013
6 H 3.89 0.96 -0.35  C1 1.084
7 H 3.63 -0.74 0.20  C1 1.085
8 H 2.89 -0.21 -1.29  C1 1.087
9 H 1.16 -1.36 -0.16  N3 1.006
10 H 0.05 -0.09 0.09  N3 1.026
11 H 2.07 2.47 1.20  C4 1.083
12 H -0.42 1.94 1.62  N5 1.009
13 H -0.05 2.98 0.42  N5 1.013
14 O -6.08 -3.10 -1.36  H15 0.967, H16 0.961
15 H -5.63 -2.37 -1.80  O14 0.967
16 H -5.39 -3.57 -0.89  O14 0.961

Atomic partial charges in e from the Löwdin method, atoms 1 to 2: C -0.0492; C -0.4040

=====

Version c
2 unconnected molecules or ions with the total composition C3H10N2O, computed with ωB97M-V with the def2-TZVPD basis set.

Computed properties:
E_LUMO   0.423 eV
Frontier orbital gap   8.07 eV
SMILES   C/C(N)=C/N.O

Bonds (Å) are listed after each position.
Element x y z (Å)
1 C -1.48 -0.28 -1.24  C2 1.456, H6 1.104, H7 1.209, H8 1.117
2 C -0.35 -0.71 -0.43  C1 1.456, N3 1.482, C4 1.355
3 N -0.54 -1.12 0.99  C2 1.482, H9 1.112, H10 1.021
4 C 0.88 -0.55 -0.97  C2 1.355, N5 1.515, H11 1.088
5 N 2.29 -0.57 -0.42  C4 1.515, H12 1.028, H13 0.990
6 H -1.37 0.82 -1.24  C1 1.104
7 H -1.35 -0.77 -2.34  C1 1.209
8 H -2.54 -0.49 -0.96  C1 1.117
9 H -0.22 -0.40 1.78  N3 1.112
10 H -1.55 -1.05 1.09  N3 1.021
11 H 0.86 -0.22 -2.00  C4 1.088
12 H 2.20 -0.84 0.57  N5 1.028
13 H 2.69 0.33 -0.37  N5 0.990
14 O 0.14 1.91 1.46  H15 0.953, H16 0.995
15 H 0.89 2.25 1.94  O14 0.953
16 H -0.54 1.70 2.14  O14 0.995

Atomic partial charges in e from the Löwdin method, atoms 1 to 2: C -0.1061; C -0.4363

=====

Version d
2 unconnected molecules or ions with the total composition C3H10N2O, computed with ωB97M-V with the def2-TZVPD basis set.

Computed properties:
E_LUMO   0.753 eV
Frontier orbital gap   9.33 eV
SMILES   [H]/N=C\N.CCO

Bonds (Å) are listed after each position.
Element x y z (Å)
1 H 1.53 -0.82 -1.19  N2 1.014
2 N 1.30 0.13 -0.90  H1 1.014, C3 1.269
3 C 0.66 0.83 -1.74  N2 1.269, N4 1.383, H5 1.088
4 N 0.23 0.35 -2.96  C3 1.383, H6 0.996, H7 0.993
5 H 0.21 1.78 -1.45  C3 1.088
6 H -0.09 -0.57 -3.13  N4 0.996
7 H 0.41 0.89 -3.78  N4 0.993
8 C -0.77 -1.09 1.64  C9 1.531, H11 1.098, H12 1.093, H13 1.080
9 C -0.47 0.35 2.08  C8 1.531, O10 1.397, H14 1.098, H15 1.099
10 O 0.33 1.00 1.14  C9 1.397, H16 1.089
11 H -0.98 -1.78 2.47  C8 1.098
12 H -1.76 -1.23 1.20  C8 1.093
13 H 0.02 -1.49 1.03  C8 1.080
14 H -0.01 0.36 3.08  C9 1.098
15 H -1.42 0.89 2.13  C9 1.099
16 H 0.82 0.40 0.37  O10 1.089

Atomic partial charges in e from the Löwdin method, atoms 1 to 2: H 0.0941; N 0.0959

=====

Verdict on stability: version a comes out on top.

=====

Version a
A single C3H10N2O molecule, computed with ωB97M-V with the def2-TZVPD basis set.

Computed properties:
E_LUMO   0.841 eV
Frontier orbital gap   10.17 eV
SMILES   NCNCCO

Bonds (Å) are listed after each position.
Element x y z (Å)
1 N 1.94 -2.30 0.57  C2 1.534, H7 0.993, H8 0.991
2 C 1.02 -1.27 -0.10  N1 1.534, N3 1.604, H9 1.116, H10 1.137
3 N -0.10 -0.50 0.75  C2 1.604, C4 1.512, H11 1.072
4 C -0.74 0.42 -0.27  N3 1.512, C5 1.520, H12 1.087, H13 1.164
5 C -1.36 1.68 0.30  C4 1.520, O6 1.453, H14 1.113, H15 1.121
6 O -2.31 2.29 -0.62  C5 1.453, H16 1.003
7 H 2.90 -2.05 0.61  N1 0.993
8 H 1.83 -3.11 0.00  N1 0.991
9 H 0.39 -1.87 -0.79  C2 1.116
10 H 1.63 -0.56 -0.75  C2 1.137
11 H 0.57 0.07 1.37  N3 1.072
12 H -1.41 -0.22 -0.84  C4 1.087
13 H 0.18 0.67 -0.93  C4 1.164
14 H -0.58 2.39 0.66  C5 1.113
15 H -1.93 1.25 1.17  C5 1.121
16 H -2.04 3.10 -1.14  O6 1.003

Atomic partial charges in e from the Löwdin method, atoms 1 to 2: N 0.0014; C -0.2574

=====

Version b
A single C3H10N2O molecule, computed with ωB97M-V with the def2-TZVPD basis set.

Computed properties:
E_LUMO   0.891 eV
Frontier orbital gap   9.73 eV
SMILES   NCCNCO

Bonds (Å) are listed after each position.
Element x y z (Å)
1 N 0.39 1.41 -1.14  C2 1.487, H7 1.014, H8 1.016
2 C -0.84 0.63 -0.88  N1 1.487, C3 1.545, H9 1.092, H10 1.084
3 C -0.55 -0.89 -0.76  C2 1.545, N4 1.464, H11 1.087, H12 1.091
4 N -0.18 -1.38 0.57  C3 1.464, C5 1.468, H13 1.022
5 C 1.03 -0.72 1.08  N4 1.468, O6 1.396, H14 1.092, H15 1.083
6 O 0.80 0.46 1.79  C5 1.396, H16 0.964
7 H 0.65 1.91 -0.30  N1 1.014
8 H 0.17 2.13 -1.82  N1 1.016
9 H -1.58 0.76 -1.67  C2 1.092
10 H -1.25 0.96 0.07  C2 1.084
11 H -1.42 -1.44 -1.11  C3 1.087
12 H 0.25 -1.11 -1.48  C3 1.091
13 H -0.93 -1.06 1.19  N4 1.022
14 H 1.56 -1.46 1.68  C5 1.092
15 H 1.62 -0.47 0.21  C5 1.083
16 H 0.27 0.28 2.58  O6 0.964

Atomic partial charges in e from the Löwdin method, atoms 1 to 2: N -0.0063; C -0.2576

=====

Version c
2 unconnected molecules or ions with the total composition C3H10N2O, computed with ωB97M-V with the def2-TZVPD basis set.

Computed properties:
E_LUMO   0.965 eV
Frontier orbital gap   9.62 eV
SMILES   C=CO.NCN

Bonds (Å) are listed after each position.
Element x y z (Å)
1 C -0.83 2.23 0.91  C2 1.328, H4 1.078, H5 1.084
2 C -0.84 2.08 -0.41  C1 1.328, O3 1.363, H6 1.082
3 O -1.38 1.01 -1.05  C2 1.363, H7 0.969
4 H -0.15 2.89 1.43  C1 1.078
5 H -1.51 1.64 1.51  C1 1.084
6 H -0.40 2.81 -1.08  C2 1.082
7 H -1.96 0.50 -0.46  O3 0.969
8 N 0.28 -1.97 0.92  C9 1.466, H11 1.012, H12 1.012
9 C 1.22 -1.20 0.10  N8 1.466, N10 1.435, H13 1.092, H14 1.095
10 N 0.79 -0.97 -1.25  C9 1.435, H15 1.012, H16 1.007
11 H 0.74 -2.67 1.48  N8 1.012
12 H -0.37 -2.47 0.32  N8 1.012
13 H 2.23 -1.61 0.12  C9 1.092
14 H 1.37 -0.22 0.56  C9 1.095
15 H 0.13 -0.21 -1.37  N10 1.012
16 H 0.68 -1.85 -1.72  N10 1.007

Atomic partial charges in e from the Löwdin method, atoms 1 to 2: C 0.0045; C -0.2751

=====

Verdict on stability: version b comes out on top.

=====

Version a
2 unconnected molecules or ions with the total composition C3H10N2O, computed with ωB97M-V with the def2-TZVPD basis set.

Computed properties:
E_LUMO   0.453 eV
Frontier orbital gap   9.34 eV
SMILES   C=NC.NCO

Bonds (Å) are listed after each position.
Element x y z (Å)
1 C -2.12 -0.37 1.07  N2 1.302, H4 1.093, H5 1.093
2 N -1.30 -0.32 0.06  C1 1.302, C3 1.527
3 C -1.90 0.20 -1.24  N2 1.527, H6 1.144, H7 1.104, H8 1.140
4 H -3.16 -0.66 0.89  C1 1.093
5 H -1.75 -0.48 2.09  C1 1.093
6 H -1.24 -0.29 -2.03  C3 1.144
7 H -1.63 1.27 -1.32  C3 1.104
8 H -3.00 -0.10 -1.29  C3 1.140
9 N 1.93 -0.34 -1.08  C10 1.495, H12 0.993, H13 1.040
10 C 2.17 0.32 0.24  N9 1.495, O11 1.466, H14 1.104, H15 1.151
11 O 1.07 0.36 1.20  C10 1.466, H16 0.960
12 H 1.00 -0.69 -1.14  N9 0.993
13 H 1.99 0.33 -1.87  N9 1.040
14 H 3.02 -0.16 0.76  C10 1.104
15 H 2.67 1.35 0.09  C10 1.151
16 H 0.19 0.16 0.88  O11 0.960

Atomic partial charges in e from the Löwdin method, atoms 1 to 2: C -0.0220; N -0.1156

=====

Version b
A single C3H10N2O molecule, computed with ωB97M-V with the def2-TZVPD basis set.

Computed properties:
E_LUMO   1.018 eV
Frontier orbital gap   10.16 eV
SMILES   NCCNCO

Bonds (Å) are listed after each position.
Element x y z (Å)
1 N 1.56 2.20 -0.41  C2 1.451, H7 1.006, H8 1.005
2 C 1.14 1.03 0.35  N1 1.451, C3 1.501, H9 1.095, H10 1.096
3 C 0.02 0.34 -0.36  C2 1.501, N4 1.453, H11 1.092, H12 1.091
4 N -0.21 -0.99 0.21  C3 1.453, C5 1.449, H13 1.009
5 C -1.54 -1.53 0.02  N4 1.449, O6 1.407, H14 1.083, H15 1.085
6 O -1.49 -2.93 0.01  C5 1.407, H16 0.974
7 H 0.81 2.75 -0.80  N1 1.006
8 H 2.13 2.84 0.11  N1 1.005
9 H 2.01 0.37 0.39  C2 1.095
10 H 0.82 1.25 1.37  C2 1.096
11 H 0.27 0.24 -1.41  C3 1.092
12 H -0.87 0.97 -0.29  C3 1.091
13 H 0.04 -1.07 1.18  N4 1.009
14 H -1.93 -1.15 -0.92  C5 1.083
15 H -2.20 -1.17 0.79  C5 1.085
16 H -0.57 -3.15 -0.25  O6 0.974

Atomic partial charges in e from the Löwdin method, atoms 1 to 2: N -0.0119; C -0.3039

=====

Version c
2 unconnected molecules or ions with the total composition C3H10N2O, computed with ωB97M-V with the def2-TZVPD basis set.

Computed properties:
E_LUMO   0.619 eV
Frontier orbital gap   8.19 eV
SMILES   [H]/N=C\C.NCO

Bonds (Å) are listed after each position.
Element x y z (Å)
1 H -0.95 2.36 1.40  N2 1.021
2 N -0.41 1.50 1.30  H1 1.021, C3 1.320
3 C -0.09 1.23 0.05  N2 1.320, C4 1.515, H5 1.100
4 C -0.92 1.60 -1.16  C3 1.515, H6 1.090, H7 1.090, H8 1.095
5 H 0.98 1.35 -0.16  C3 1.100
6 H -1.96 1.78 -0.89  C4 1.090
7 H -0.46 2.45 -1.66  C4 1.090
8 H -0.89 0.73 -1.83  C4 1.095
9 N -0.21 -0.91 -0.16  C10 1.684, H12 1.017, H13 1.016
10 C 1.09 -1.44 0.77  N9 1.684, O11 1.383, H14 1.092, H15 1.084
11 O 1.01 -2.81 0.97  C10 1.383, H16 0.965
12 H -0.30 -1.39 -1.06  N9 1.017
13 H -1.04 -1.12 0.38  N9 1.016
14 H 1.95 -1.12 0.18  C10 1.092
15 H 1.04 -0.95 1.74  C10 1.084
16 H 1.16 -3.27 0.13  O11 0.965

Atomic partial charges in e from the Löwdin method, atoms 1 to 2: H 0.0216; N -0.0140

=====

Verdict on stability: version b comes out on top.